ORCA calculation (ωB97M-V/def2-TZVPD) on a molecular structure, C4HLiO4Y at a distorted geometry.

Properties
* total energy: -498.963310 Eh
* LUMO level (alpha / beta): -9.574 / -9.543 eV
* 2S+1: 2
* HOMO-LUMO gap (alpha / beta): 0.2254 / 0.2321 Ha
* total charge: +2
* ΔE to the lowest compared entry with this formula, charge and spin: 97.8 kcal per mole
* strongest force on any atom: 0.1002 Eh/bohr

Each line ends with the Mulliken charge.
Cartesian coordinates (Å):
O (1.0058, -0.1623, 0.3263)  -0.08
C (0.7734, -0.8078, -0.5729)  0.08
C (3.9147, 0.9322, 2.2748)  -1.01
C (4.2828, 0.2358, 1.2796)  0.51
H (4.4352, 0.1312, 0.2160)  0.43
Li (1.6999, 1.1727, 1.8234)  0.95
O (4.8015, -0.3229, 2.8995)  -0.25
C (3.7748, -0.8051, 3.6292)  0.92
O (3.9928, -1.4542, 4.6552)  -0.65
O (2.8110, 0.0353, 3.5041)  -0.44
Y (2.1544, -1.5865, 6.1960)  1.55

Atomic forces in eV per Å
O 0.1 0.4 0.4
C -0.1 -0.2 -0.3
C 1.9 2.0 -1.5
C -0.7 1.1 -1.2
H 0.7 -1.1 0.2
Li 0.5 -0.2 0.2
O 0.1 -1.3 -0.7
C -0.2 5.1 0.8
O -1.1 -2.6 2.0
O -3.1 -3.6 1.8
Y 1.8 0.4 -1.8



ORCA calculation (ωB97M-V/def2-TZVPD) on C4HNO3 in the gas phase at a distorted geometry.

Properties
* total energy: -433.442338 Eh
* LUMO level: -0.273 eV
* HOMO-LUMO gap: 0.3529 Ha
* ΔE to the lowest compared entry with this formula, charge and spin: 22.8 kcal per mole
* structure (SMILES): N#Cc1coc(=O)o1
* strongest force on any atom: 0.1218 Eh/bohr

Each line ends with the Mulliken charge.
Cartesian coordinates (Å):
N (-3.1404, -0.4909, 0.0519)  -0.41
C (-1.9606, -0.4318, 0.0027)  0.09
C (-0.5528, -0.2764, -0.0752)  0.56
C (0.0454, 1.0054, -0.0235)  -0.19
O (1.3447, 0.7855, -0.1161)  -0.27
C (1.5850, -0.4611, -0.0500)  0.62
O (2.6912, -0.8539, 0.1445)  -0.51
O (0.3958, -1.1655, -0.1765)  -0.33
H (-0.4081, 1.8888, 0.2421)  0.44

Atomic forces in eV per Å
N 3.7 0.2 -0.1
C -3.5 -1.0 0.0
C -0.8 6.2 0.4
C -3.1 -5.2 -0.4
O 0.3 4.4 0.0
C 2.4 -3.2 0.4
O -0.6 -1.3 -0.4
O 2.0 -2.2 0.0
H -0.4 2.0 0.1



ORCA calculation (ωB97M-V/def2-TZVPD) on a molecular structure, C4O4Pb at a distorted geometry.

Properties
* total energy: -645.442940 Eh
* LUMO level: -11.161 eV
* HOMO-LUMO gap: 0.3331 Ha
* total charge: +2
* ΔE to the lowest compared entry with this formula, charge and spin: 11.9 kcal per mole
* strongest force on any atom: 0.1624 Eh/bohr

Each line ends with the Mulliken charge.
Cartesian coordinates (Å):
O (0.0011, 3.6866, -1.4189)  0.03
C (0.0009, 2.6547, -1.0135)  0.01
Pb (-0.0001, -0.3143, 0.2077)  1.29
C (1.9628, -1.2626, -0.7867)  0.22
C (-1.9629, -1.2608, -0.7883)  0.22
O (2.9209, -1.6795, -1.2920)  0.01
O (-2.9203, -1.6762, -1.2942)  0.01
O (-0.0015, 0.0113, 3.7659)  0.01
C (-0.0010, -0.1592, 2.6200)  0.20

Atomic forces in eV per Å
O 0.0 0.8 -0.3
C 0.0 -1.0 0.4
Pb 0.0 2.8 -0.7
C 6.8 -3.4 -3.5
C -6.7 -3.4 -3.4
O -4.8 2.2 2.5
O 4.7 2.1 2.5
O 0.0 -0.7 -5.5
C 0.0 0.6 8.0



ORCA calculation (ωB97M-V/def2-TZVPD) on 10 unconnected molecules or ions with the total composition C50H105N5O10 at a distorted geometry.

Properties
* total energy: -2994.161102 Eh
* LUMO level: -0.019 eV
* HOMO-LUMO gap: 0.2446 Ha
* strongest force on any atom: 0.0552 Eh/bohr

Each line ends with the Mulliken charge.
Cartesian coordinates (Å):
C (-23.5050, -10.2540, -7.3625)  -1.20
C (-22.6707, -9.0405, -6.9509)  -1.07
C (-23.6031, -7.9192, -6.5205)  0.01
N (-23.1433, -6.5162, -6.4802)  0.94
C (-22.9885, -5.9612, -7.8403)  -0.80
C (-21.9048, -6.3145, -5.6638)  -0.99
C (-22.3443, -6.1575, -4.1996)  0.91
C (-23.8454, -5.9975, -4.2420)  0.15
C (-24.1792, -5.6882, -5.6879)  1.16
H (-24.1301, -10.6396, -6.5277)  0.18
H (-22.7897, -11.0745, -7.5378)  0.44
H (-24.0776, -9.9526, -8.2505)  0.36
H (-22.0614, -8.7408, -7.7791)  0.43
H (-21.8720, -9.2203, -6.2115)  0.45
H (-23.9572, -8.1560, -5.5445)  0.47
H (-24.5087, -7.9348, -7.1428)  -0.09
H (-22.5952, -4.9407, -7.8120)  0.18
H (-23.9642, -5.9800, -8.2900)  0.09
H (-22.3363, -6.6962, -8.3493)  0.55
H (-21.3834, -5.3687, -5.9152)  0.08
H (-21.1820, -7.1139, -5.7209)  0.37
H (-21.8911, -5.2843, -3.7430)  -0.71
H (-22.0563, -7.0122, -3.5439)  0.46
H (-24.1756, -5.0903, -3.6927)  -0.37
H (-24.4110, -6.8747, -3.9008)  0.50
H (-23.8984, -4.6540, -5.9324)  -1.09
H (-25.1505, -5.9909, -6.0973)  -0.09
C (-31.0515, -6.6781, -7.7606)  -1.55
C (-30.0843, -6.7868, -6.4995)  0.94
C (-29.2930, -8.0948, -6.6355)  -1.52
N (-28.4637, -8.5876, -5.5260)  0.74
C (-27.4578, -7.5592, -5.1034)  -0.44
C (-27.7708, -9.9353, -5.9473)  -0.58
C (-27.3551, -10.5842, -4.6625)  -0.51
C (-28.4759, -10.1316, -3.6689)  -0.82
C (-29.3332, -9.0971, -4.4189)  -0.47
H (-30.5494, -6.4405, -8.7004)  0.28
H (-31.7456, -5.8834, -7.5004)  0.42
H (-31.5287, -7.6411, -7.8477)  0.46
H (-30.7644, -6.8276, -5.6338)  0.21
H (-29.4797, -5.8698, -6.4316)  -0.40
H (-28.6131, -8.1402, -7.4866)  0.52
H (-30.0684, -8.8274, -6.8451)  0.66
H (-27.2131, -6.8828, -5.8824)  -0.25
H (-26.4998, -8.0183, -4.8343)  -0.02
H (-27.9335, -6.9522, -4.3073)  0.22
H (-26.9239, -9.7946, -6.6669)  0.09
H (-28.6000, -10.4642, -6.3833)  0.67
H (-26.3396, -10.3699, -4.3045)  0.16
H (-27.4640, -11.6647, -4.7733)  0.54
H (-28.1299, -9.7228, -2.6829)  0.34
H (-29.1289, -10.8794, -3.3144)  0.41
H (-29.7418, -8.3057, -3.8102)  0.16
H (-30.2075, -9.6161, -4.8680)  0.49
C (-23.3661, -3.1524, -9.5453)  -0.10
C (-23.6360, -1.6549, -9.8067)  0.89
C (-22.2299, -0.9490, -9.7963)  -1.40
N (-22.0909, 0.5496, -9.6059)  0.54
C (-22.8395, 1.3539, -10.6974)  -0.74
C (-20.5753, 0.7767, -9.6025)  -0.68
C (-20.3600, 1.8281, -8.5641)  -0.83
C (-21.3240, 1.3852, -7.4047)  -0.36
C (-22.5864, 1.0025, -8.2049)  0.13
H (-22.4867, -3.5475, -10.0008)  0.68
H (-24.2106, -3.7484, -9.8899)  -0.41
H (-23.2135, -3.2871, -8.4489)  -0.27
H (-24.1909, -1.2624, -8.9513)  -0.60
H (-24.3000, -1.4418, -10.6431)  0.55
H (-21.7347, -1.0827, -10.7629)  0.51
H (-21.7507, -1.3622, -8.9111)  0.19
H (-22.2800, 2.2648, -10.9830)  0.36
H (-23.8524, 1.6493, -10.3636)  0.15
H (-22.8567, 0.6546, -11.5380)  0.36
H (-20.2333, 0.9599, -10.5894)  0.43
H (-20.1257, -0.1616, -9.2533)  0.39
H (-20.4833, 2.8984, -8.8066)  0.31
H (-19.3493, 1.8063, -8.1927)  0.52
H (-21.4971, 2.1795, -6.6691)  0.51
H (-20.9240, 0.5551, -6.8960)  -0.24
H (-23.3485, 1.7702, -8.3418)  0.68
H (-23.0394, 0.1703, -7.6401)  -0.47
C (-30.8321, -1.8505, -6.5989)  -1.60
C (-29.5846, -2.1862, -5.8017)  -0.38
C (-28.3295, -2.3823, -6.6335)  -0.30
N (-27.1060, -2.4525, -5.7467)  1.47
C (-27.2148, -3.5776, -4.7579)  0.39
C (-26.8781, -1.1149, -5.0549)  -0.73
C (-25.4257, -0.6404, -5.2048)  -0.40
C (-24.8232, -1.9821, -5.7447)  1.93
C (-25.9091, -2.6057, -6.6451)  -0.38
H (-31.6092, -1.7892, -5.8027)  0.44
H (-31.1615, -2.6308, -7.3106)  0.28
H (-30.8113, -0.8984, -7.1009)  0.34
H (-29.7704, -3.0313, -5.0737)  0.23
H (-29.4749, -1.3783, -5.0959)  0.38
H (-28.0794, -1.4487, -7.1655)  0.53
H (-28.4587, -3.2061, -7.3398)  0.24
H (-26.4717, -3.4018, -3.9743)  -0.49
H (-27.2165, -4.5804, -5.2654)  -0.45
H (-28.1869, -3.5018, -4.2120)  0.35
H (-27.0215, -1.1774, -3.9619)  -0.01
H (-27.5257, -0.3500, -5.4705)  0.84
H (-24.8975, -0.3801, -4.2931)  0.28
H (-25.3659, 0.1761, -5.9321)  -0.08
H (-24.6294, -2.5998, -4.8902)  -0.61
H (-23.8465, -1.8942, -6.2521)  -0.60
H (-25.6885, -3.6287, -6.9267)  -0.59
H (-26.0107, -2.0467, -7.5903)  0.13
C (-18.2649, -3.1406, -0.9612)  -1.37
C (-19.6128, -2.6319, -0.4447)  -0.30
C (-20.7596, -3.3411, -1.1187)  -0.39
N (-22.0471, -2.5154, -1.1932)  0.50
C (-21.9720, -1.3613, -2.1591)  -1.13
C (-22.6236, -2.1219, 0.1377)  -0.36
C (-23.0054, -3.5381, 0.6910)  -0.96
C (-23.4742, -4.3744, -0.5275)  -0.60
C (-23.0998, -3.4515, -1.7206)  0.76
H (-17.4840, -2.4962, -0.5223)  0.40
H (-18.1773, -3.1012, -2.0655)  0.30
H (-18.0724, -4.1777, -0.6273)  0.35
H (-19.6523, -1.5910, -0.8132)  0.25
H (-19.6554, -2.7592, 0.6682)  0.32
H (-21.0332, -4.2822, -0.6687)  0.63
H (-20.5202, -3.5187, -2.1699)  -0.14
H (-22.9111, -0.8206, -2.3019)  0.15
H (-21.6085, -1.7769, -3.1070)  0.46
H (-21.2042, -0.6978, -1.7571)  0.52
H (-23.4303, -1.4291, -0.0242)  0.41
H (-21.7835, -1.7202, 0.6870)  0.44
H (-23.7745, -3.4809, 1.4483)  0.54
H (-22.1397, -3.9329, 1.1807)  0.26
H (-24.5666, -4.3850, -0.5540)  0.55
H (-23.0902, -5.4099, -0.5252)  0.35
H (-23.9600, -2.7371, -1.9384)  -0.64
H (-22.7206, -3.9385, -2.6169)  -0.74
C (-31.7504, -4.9071, -2.1832)  -0.99
C (-30.8968, -6.1898, -2.2515)  0.63
O (-31.4839, -7.2658, -2.1254)  -0.77
O (-29.7005, -6.0354, -2.5184)  -0.60
H (-31.1400, -4.0477, -2.0054)  0.24
H (-32.5350, -5.0409, -1.4211)  0.34
H (-32.3182, -4.8088, -3.0961)  0.21
C (-27.3116, -0.8195, -0.4033)  -1.40
C (-26.0375, -1.0270, -1.1806)  0.85
O (-26.0468, -1.9251, -2.0974)  -0.50
O (-25.1185, -0.2235, -0.8855)  -0.81
H (-27.3531, 0.2122, -0.0243)  0.33
H (-27.1376, -1.4280, 0.5101)  0.29
H (-28.1553, -1.2973, -0.8901)  0.30
C (-27.1329, 2.8799, -7.8833)  -1.21
C (-26.6911, 1.4934, -8.1263)  0.49
O (-27.5483, 0.6025, -7.9217)  -0.66
O (-25.4900, 1.2921, -8.5212)  -0.54
H (-27.0766, 3.4033, -8.8397)  0.30
H (-26.4839, 3.3763, -7.1342)  0.27
H (-28.1528, 2.8036, -7.5122)  0.36
C (-26.8785, -5.3031, -9.8695)  -1.71
C (-26.6431, -6.0222, -8.5466)  0.06
O (-26.0319, -7.1495, -8.5757)  -0.79
O (-26.9416, -5.4260, -7.4871)  0.35
H (-25.9115, -5.0062, -10.2813)  0.28
H (-27.4918, -4.4130, -9.7292)  0.19
H (-27.3567, -5.9446, -10.6285)  0.38
C (-19.7692, -1.7776, -5.6882)  -1.65
C (-21.0713, -2.5727, -5.9731)  0.51
O (-21.4076, -2.7934, -7.1616)  -0.68
O (-21.7178, -2.9000, -4.9503)  0.05
H (-19.0160, -2.5521, -5.4879)  0.36
H (-19.9191, -1.1900, -4.7706)  0.24
H (-19.5720, -1.2081, -6.6074)  0.36

Atomic forces in eV per Å
C 0.8 -0.3 0.8
C 0.6 0.6 0.4
C -0.7 -0.7 -0.4
N 0.5 1.0 0.8
C 0.6 -0.8 -0.3
C 1.0 0.8 1.1
C 0.2 -1.0 0.8
C -1.5 1.0 0.1
C 0.8 -0.5 -0.9
H 0.0 0.5 -0.6
H -0.5 0.2 -0.5
H 0.0 -0.6 0.3
H 0.1 0.3 -1.0
H -0.7 -0.4 0.2
H -0.2 -0.1 1.0
H 0.2 0.3 -0.2
H 0.2 -0.4 0.2
H -0.5 -0.1 -0.4
H -0.2 0.8 -0.1
H -0.7 -0.5 -0.5
H -0.1 -0.4 -0.6
H 0.2 0.2 -0.3
H -0.2 0.4 -0.6
H 0.0 -0.8 0.1
H 0.2 0.3 0.2
H -0.3 -0.2 0.1
H 0.0 0.4 0.2
C 1.3 0.2 1.4
C -0.4 0.3 -0.8
C -0.4 0.4 -1.3
N 0.6 -1.2 0.0
C -0.4 0.1 1.3
C 0.7 1.5 -0.4
C -1.0 -0.6 1.2
C 0.7 1.8 1.1
C -0.2 -0.8 0.4
H 0.1 0.0 0.2
H -0.3 -0.1 -0.3
H -0.6 -0.1 -0.2
H 0.5 -0.1 0.0
H 0.0 -0.5 0.1
H -0.1 0.7 -0.3
H 0.1 -0.5 0.2
H -0.2 0.4 -1.4
H -0.5 -0.2 0.5
H 0.4 -0.5 0.0
H -1.0 0.3 0.4
H -0.1 -0.4 -0.4
H -0.3 0.1 -0.2
H 0.4 0.0 -0.1
H 0.3 0.0 -1.1
H -0.6 -1.4 -0.1
H 0.1 0.6 0.4
H 0.7 0.4 -0.1
C -1.0 0.5 1.0
C 0.8 0.8 0.8
C -1.7 -0.1 -0.4
N -0.9 0.5 0.6
C 0.6 -0.5 0.2
C -1.0 -0.1 0.8
C 0.3 0.8 1.8
C -0.3 1.8 -2.1
C 0.4 -0.6 1.0
H 0.8 -0.1 -0.6
H 0.0 0.0 0.1
H -0.2 0.2 -0.9
H -0.1 0.1 0.0
H 0.4 0.0 -0.4
H 0.3 -0.6 0.3
H 0.5 -0.3 -0.3
H -0.1 -0.6 0.4
H 0.5 -0.6 0.0
H -0.3 0.4 -0.1
H 0.2 0.4 -1.0
H -0.1 0.3 -0.1
H -0.5 -0.6 -0.5
H 0.6 -0.2 0.0
H -0.1 -0.1 -0.3
H 0.5 -1.1 0.5
H 0.2 -0.1 0.1
H -0.2 0.2 -0.9
C -1.1 -1.0 0.9
C -0.2 -0.7 0.7
C -0.4 1.6 0.4
N -0.3 -0.8 -1.0
C -0.8 -0.3 0.7
C 0.0 1.4 1.7
C 0.4 -1.8 -1.6
C 0.7 1.0 -1.2
C 1.7 0.7 0.8
H 0.1 0.0 -0.8
H 0.3 0.3 0.3
H 0.3 0.3 -0.2
H -0.1 0.4 -1.3
H 0.4 0.6 0.1
H -0.6 -0.3 -0.4
H 0.7 -0.2 0.4
H 0.1 -0.4 -0.3
H 0.4 1.2 0.3
H 0.9 0.1 -0.5
H -0.5 -0.6 -0.6
H -0.3 -0.3 -0.2
H -0.5 0.1 0.3
H 0.1 -0.2 0.0
H 0.1 -0.5 0.5
H -0.4 0.1 0.1
H -0.5 -0.3 0.3
H -0.5 0.2 0.6
C 0.5 -0.3 0.4
C 0.3 0.1 -0.2
C -0.5 0.9 -0.6
N -0.8 -0.3 -1.0
C 1.5 -0.2 0.1
C 1.1 -2.1 0.2
C -0.6 1.0 -0.2
C -0.3 1.0 -0.3
C -1.0 0.5 0.2
H -0.1 -0.4 -0.3
H -0.2 0.0 0.6
H 0.0 0.4 -0.2
H -0.1 -0.2 0.9
H 0.0 0.6 -0.9
H 0.1 -0.2 0.2
H 0.0 0.0 0.0
H -0.1 -0.4 0.5
H -0.3 0.1 0.0
H -0.2 0.3 -0.1
H -0.5 0.3 -0.1
H -0.2 0.5 0.4
H -0.2 0.2 0.1
H 0.5 -0.5 0.2
H 0.1 -0.4 0.2
H 0.0 0.6 -0.2
H 0.6 -1.2 -0.1
H -0.1 0.2 0.0
C -0.7 -1.0 0.7
C -0.9 0.7 -0.4
O -0.8 -1.3 0.1
O 2.1 0.3 -0.6
H 0.2 0.6 0.1
H 0.4 0.2 0.0
H 0.0 0.1 -0.6
C 0.5 -0.9 1.4
C -0.3 0.4 -1.3
O 0.7 0.6 0.9
O 0.7 -0.8 -0.3
H -0.5 -0.3 -0.6
H -0.2 0.2 -0.2
H -0.3 0.6 -0.1
C -0.1 1.0 0.5
C 1.0 -1.9 -0.3
O 0.3 -0.3 0.1
O -0.4 0.2 0.1
H -0.1 0.3 0.2
H -0.3 -0.1 -0.5
H 0.0 0.5 -0.1
C -0.4 -0.2 -0.3
C 1.2 -1.2 0.1
O -0.7 0.9 -0.1
O -0.4 0.2 0.1
H 0.0 0.0 0.0
H 0.1 0.0 0.0
H 0.2 0.1 0.4
C -0.8 -0.7 -0.4
C -0.2 0.6 0.4
O 0.3 0.0 0.0
O -0.1 -0.7 0.3
H 0.2 0.4 -0.2
H 0.2 0.1 -0.5
H 0.5 0.0 0.6